No. 1
{
  "formula": "C19H18FNO5",
  "method": "ωB97M-V/def2-TZVPD",
  "symbols": ["C", "O", "C", "C", "C", "C", "C", "C", "O", "C", "C", "C", "O", "C", "O", "C", "N", "C", "O", "C", "C", "C", "C", "F", "C", "C", "H", "H", "H", "H", "H", "H", "H", "H", "H", "H", "H", "H", "H", "H", "H", "H", "H", "H"],
  "coordinates": [[-1.22, 0.71, -0.60], [-0.20, 0.74, 0.37], [-0.53, 0.73, 1.68], [-1.83, 0.71, 2.18], [-2.06, 0.73, 3.54], [-1.00, 0.77, 4.44], [-1.17, 0.80, 5.91], [-2.59, 0.76, 6.44], [-0.22, 0.86, 6.66], [0.30, 0.77, 3.94], [0.55, 0.75, 2.58], [1.96, 0.71, 2.04], [2.11, -0.50, 1.28], [2.30, -0.40, -0.03], [2.56, 0.61, -0.63], [2.16, -1.75, -0.71], [1.91, -1.55, -2.11], [0.65, -1.64, -2.61], [-0.27, -2.17, -2.02], [0.49, -1.06, -3.99], [1.09, 0.13, -4.35], [0.89, 0.66, -5.61], [0.09, -0.03, -6.50], [-0.10, 0.48, -7.74], [-0.54, -1.21, -6.16], [-0.34, -1.72, -4.89], [-1.93, 1.54, -0.48], [-0.72, 0.81, -1.56], [-1.76, -0.25, -0.58], [-2.67, 0.68, 1.50], [-3.08, 0.72, 3.88], [-3.08, -0.15, 6.11], [-2.56, 0.78, 7.53], [-3.15, 1.62, 6.09], [1.12, 0.78, 4.64], [2.69, 0.68, 2.85], [2.15, 1.56, 1.38], [3.07, -2.34, -0.56], [1.30, -2.29, -0.28], [2.58, -0.98, -2.60], [1.70, 0.68, -3.64], [1.35, 1.59, -5.91], [-1.17, -1.71, -6.88], [-0.83, -2.63, -4.58]],
  "e_homo_ev": -8.893,
  "homo_lumo_gap_ev": 9.339,
  "smiles": "COc1ccc(C(C)=O)cc1COC(=O)CNC(=O)c1ccc(F)cc1"
}

No. 2
{
  "formula": "C43H56B2Br2CsN11O3S4",
  "method": "ωB97M-V/def2-TZVPD",
  "symbols": ["Cs", "C", "C", "C", "C", "N", "C", "C", "N", "B", "N", "C", "C", "N", "C", "S", "C", "C", "C", "C", "N", "C", "C", "N", "C", "S", "C", "C", "C", "C", "C", "S", "H", "H", "H", "H", "H", "H", "H", "H", "H", "H", "H", "H", "H", "H", "H", "H", "H", "H", "H", "H", "H", "H", "H", "H", "H", "H", "H", "H", "H", "H", "H", "H", "H", "H", "O", "C", "C", "C", "C", "C", "C", "N", "H", "H", "H", "H", "H", "H", "H", "Br", "C", "C", "C", "Br", "C", "C", "C", "C", "N", "C", "C", "O", "H", "H", "H", "H", "O", "H", "H", "B", "C", "N", "H", "H", "H", "N", "C", "S", "C", "C", "C", "N", "C", "C", "H", "H", "H", "H", "H", "H"],
  "coordinates": [[13.73, 14.87, 11.21], [9.78, 15.97, 10.71], [8.47, 15.63, 11.49], [7.92, 14.24, 11.03], [7.32, 16.66, 11.23], [8.80, 15.57, 13.01], [8.49, 16.57, 13.92], [9.02, 16.20, 15.11], [9.70, 15.01, 14.96], [10.60, 14.26, 16.11], [10.71, 12.73, 15.77], [9.56, 12.01, 15.48], [9.87, 10.69, 15.31], [11.24, 10.56, 15.47], [11.82, 11.80, 15.79], [13.43, 12.14, 16.07], [12.02, 9.29, 15.30], [12.85, 9.46, 14.00], [11.09, 8.09, 15.23], [12.97, 9.06, 16.50], [11.95, 14.99, 16.41], [12.50, 14.77, 17.69], [13.49, 15.68, 17.84], [13.60, 16.47, 16.71], [12.58, 16.08, 15.80], [12.31, 16.73, 14.31], [14.69, 17.51, 16.42], [15.02, 18.20, 17.75], [15.80, 16.74, 15.80], [14.19, 18.70, 15.51], [9.71, 14.65, 13.58], [10.63, 13.39, 12.85], [9.46, 16.07, 9.66], [10.49, 15.19, 10.75], [10.17, 16.93, 11.03], [7.74, 14.30, 9.95], [6.98, 14.07, 11.54], [8.60, 13.43, 11.21], [7.09, 16.66, 10.18], [7.66, 17.65, 11.51], [6.47, 16.38, 11.82], [7.84, 17.36, 13.66], [8.94, 16.73, 16.04], [9.93, 14.36, 17.11], [8.57, 12.51, 15.39], [9.31, 9.85, 15.05], [12.17, 9.51, 13.14], [13.50, 8.57, 13.80], [13.49, 10.35, 13.99], [10.51, 8.19, 14.30], [10.52, 7.99, 16.13], [11.66, 7.19, 15.12], [13.91, 9.68, 16.40], [13.26, 8.02, 16.56], [12.43, 9.28, 17.42], [12.28, 13.94, 18.36], [14.19, 15.80, 18.65], [15.47, 17.50, 18.45], [14.10, 18.65, 18.14], [15.71, 18.99, 17.53], [16.19, 15.98, 16.49], [16.68, 17.37, 15.49], [15.44, 16.19, 14.92], [13.26, 19.08, 15.81], [14.16, 18.43, 14.48], [14.95, 19.47, 15.60], [13.20, 14.78, 8.31], [14.04, 14.26, 7.27], [15.53, 14.38, 7.49], [16.34, 15.19, 6.66], [17.70, 15.25, 6.91], [18.19, 14.67, 8.10], [17.32, 13.87, 8.80], [16.01, 13.65, 8.45], [13.19, 15.79, 8.20], [13.84, 14.78, 6.35], [13.71, 13.22, 7.11], [15.92, 15.82, 5.86], [18.33, 15.78, 6.19], [19.22, 14.91, 8.42], [17.66, 13.24, 9.65], [18.62, 11.25, 12.63], [17.28, 10.38, 11.62], [17.46, 9.02, 11.34], [16.62, 8.34, 10.47], [17.02, 6.51, 10.08], [15.46, 8.93, 9.97], [14.56, 8.26, 9.14], [13.46, 8.97, 8.66], [13.29, 10.28, 9.07], [14.01, 10.87, 10.00], [15.17, 10.27, 10.38], [16.11, 11.04, 11.17], [15.87, 12.28, 11.35], [18.35, 8.53, 11.70], [14.84, 7.25, 8.86], [12.73, 8.51, 7.99], [12.47, 10.91, 8.63], [15.11, 13.40, 13.52], [15.47, 12.84, 12.77], [14.60, 12.84, 14.12], [12.90, 20.02, 8.00], [13.31, 18.50, 8.24], [13.70, 17.43, 8.52], [13.19, 20.13, 6.82], [13.60, 20.76, 8.66], [11.70, 20.14, 8.18], [20.07, 19.92, 12.55], [19.23, 20.06, 11.50], [19.33, 21.21, 10.31], [18.16, 18.98, 11.47], [16.94, 19.12, 10.75], [16.03, 18.09, 10.85], [16.20, 16.96, 11.59], [17.36, 16.84, 12.20], [18.39, 17.78, 12.16], [20.79, 20.58, 12.70], [19.64, 19.55, 13.37], [16.78, 20.01, 10.14], [15.10, 18.06, 10.29], [17.48, 15.92, 12.77], [19.37, 17.55, 12.64]],
  "e_homo_ev": -2.572,
  "total_charge": -2,
  "homo_lumo_gap_ev": 5.480
}

No. 3
{
  "formula": "C5H9N2",
  "method": "ωB97M-V/def2-TZVPD",
  "symbols": ["C", "C", "C", "C", "C", "N", "N", "H", "H", "H", "H", "H", "H", "H", "H", "H"],
  "coordinates": [[-0.76, -1.52, -0.67], [0.67, -0.76, 0.42], [-1.16, 0.66, 0.01], [1.79, -1.44, 0.94], [-0.87, 1.83, -0.87], [-1.52, -0.55, -0.71], [0.26, 0.41, 0.57], [-0.84, -2.54, -1.04], [-1.86, 1.00, 0.72], [2.09, -1.14, 2.04], [2.51, -1.26, 0.20], [1.66, -2.58, 1.00], [-0.58, 2.68, -0.41], [-1.87, 2.19, -1.39], [-0.13, 1.73, -1.70], [0.61, 1.29, 0.91]],
  "e_homo_ev": -14.755,
  "total_charge": 1,
  "homo_lumo_gap_ev": 10.488
}